Entry 1:
{"formula": "C15H28N2O3", "method": "wB97M-V/def2-TZVPD", "smiles": "COCCNC(=O)[C@H](NC(=O)C1CCCCC1)C(C)C", "mol_weight_g_mol": 284.40, "homo_energy_ev": -9.20, "homo_lumo_gap_ha": 0.3609, "lumo_ev": 0.6, "total_energy_ev": -25133.4362, "species": ["C", "O", "C", "C", "N", "C", "O", "C", "N", "C", "O", "C", "C", "C", "C", "C", "C", "C", "C", "C", "H", "H", "H", "H", "H", "H", "H", "H", "H", "H", "H", "H", "H", "H", "H", "H", "H", "H", "H", "H", "H", "H", "H", "H", "H", "H", "H", "H"], "positions_angstrom": [[4.269488, 0.593292, 2.772804], [3.350524, 0.817076, 3.818484], [2.048432, 0.362609, 3.560056], [1.286219, 1.202373, 2.507483], [1.105247, 0.506262, 1.255571], [1.784719, 0.808600, 0.142051], [2.646368, 1.665106, 0.073136], [1.395990, -0.032287, -1.090178], [-0.002136, 0.172559, -1.456591], [-1.083952, -0.296349, -0.806081], [-1.024406, -0.916870, 0.244818], [-2.413021, 0.033283, -1.464490], [-3.282059, -1.225142, -1.534850], [-4.660635, -0.900299, -2.099147], [-5.348738, 0.167628, -1.254942], [-4.490333, 1.426920, -1.190868], [-3.113374, 1.105332, -0.619740], [1.735830, -1.523732, -0.900744], [3.215641, -1.675499, -0.561792], [1.397273, -2.306298, -2.168211], [5.226138, 0.974304, 3.123887], [3.987657, 1.118504, 1.855011], [4.363032, -0.480152, 2.561237], [2.064660, -0.690111, 3.236756], [1.538631, 0.424855, 4.523870], [1.853756, 2.115138, 2.308303], [0.302267, 1.473757, 2.896456], [0.368217, -0.193300, 1.196747], [1.997156, 0.355835, -1.918880], [-0.159406, 0.714325, -2.290756], [-2.250890, 0.420138, -2.476339], [-3.376041, -1.635988, -0.528250], [-2.789975, -1.975983, -2.158083], [-5.268419, -1.806613, -2.122841], [-4.557871, -0.540306, -3.126118], [-5.504022, -0.215409, -0.244235], [-6.326566, 0.404745, -1.678716], [-4.976855, 2.180212, -0.568435], [-4.380105, 1.843486, -2.195220], [-3.215827, 0.729529, 0.400200], [-2.498875, 2.008735, -0.586686], [1.135053, -1.919394, -0.077950], [3.467421, -1.126321, 0.341216], [3.832340, -1.292776, -1.372236], [3.459071, -2.724139, -0.408683], [0.335368, -2.239874, -2.393375], [1.649955, -3.355232, -2.035568], [1.959800, -1.922310, -3.017285]], "forces_ev_per_a": [[0.026, 0.014, -0.075], [0.052, 0.086, 0.188], [-0.165, 0.150, 0.014], [0.298, -0.081, 0.207], [-0.237, -0.141, 0.309], [-0.182, -0.203, -0.430], [0.303, 0.286, -0.126], [0.104, -0.224, 0.368], [0.264, 0.271, -0.334], [-0.251, 0.243, -0.548], [-0.134, -0.294, 0.264], [-0.049, -0.200, 0.469], [0.036, 0.065, -0.269], [-0.029, -0.081, 0.253], [0.019, 0.119, -0.314], [-0.038, -0.104, 0.273], [-0.013, 0.164, -0.263], [0.109, -0.034, -0.209], [-0.253, 0.066, 0.037], [-0.096, 0.093, 0.309], [0.046, -0.046, -0.060], [0.016, -0.030, 0.024], [0.010, 0.001, 0.002], [-0.032, 0.062, 0.040], [-0.026, -0.055, -0.081], [-0.118, -0.059, 0.080], [0.051, 0.021, -0.012], [0.112, 0.115, -0.141], [-0.073, -0.008, 0.152], [-0.106, -0.083, 0.095], [0.022, 0.002, 0.007], [0.043, -0.032, 0.016], [0.022, -0.064, 0.059], [-0.002, -0.009, -0.091], [-0.045, -0.017, -0.085], [-0.065, -0.021, 0.070], [-0.048, -0.024, 0.073], [0.002, 0.068, -0.063], [-0.027, 0.075, -0.049], [0.047, -0.006, 0.052], [0.022, 0.001, 0.079], [0.063, 0.057, -0.057], [0.117, 0.031, 0.120], [0.128, 0.045, -0.102], [0.054, -0.083, 0.021], [-0.077, -0.051, -0.097], [0.024, -0.116, -0.034], [0.076, 0.035, -0.141]], "lowdin_charge": [-0.101, -0.190, -0.206, -0.125, 0.090, -0.469, 0.050, -0.186, 0.136, -0.455, 0.050, -0.244, -0.156, -0.200, -0.207, -0.200, -0.153, -0.377, -0.048, -0.057, 0.090, 0.068, 0.085, 0.123, 0.119, 0.129, 0.121, 0.105, 0.159, 0.148, 0.145, 0.123, 0.119, 0.110, 0.114, 0.116, 0.108, 0.110, 0.114, 0.126, 0.121, 0.129, 0.060, 0.090, 0.083, 0.068, 0.081, 0.084]}

=====

Entry 2:
{"formula": "C4H6S", "method": "wB97M-V/def2-TZVPD", "mol_weight_g_mol": 86.16, "homo_energy_ev": -9.37, "homo_lumo_gap_ha": 0.3332, "lumo_ev": -0.3, "total_energy_ev": -15076.0925, "species": ["C", "C", "C", "C", "S", "H", "H", "H", "H", "H", "H"], "positions_angstrom": [[1.178087, -1.157064, 0.080051], [2.083625, -1.992740, 0.542125], [-1.667637, 2.067009, -0.355547], [-2.146254, 0.674757, -0.498556], [-3.447372, 1.716248, -0.385671], [0.125460, -1.263005, 0.290887], [1.448344, -0.322096, -0.543992], [3.132960, -1.870476, 0.320806], [1.834028, -2.836935, 1.162923], [-1.269163, 2.387755, 0.599580], [-1.272077, 2.596546, -1.212606]], "forces_ev_per_a": [[-0.278, 0.116, -0.045], [0.323, -0.139, 0.083], [-0.247, 0.347, 0.130], [0.351, -0.504, -0.079], [-0.203, 0.300, 0.026], [-0.142, -0.057, 0.035], [0.101, 0.180, -0.134], [0.137, 0.049, -0.068], [-0.154, -0.137, 0.119], [0.059, -0.065, 0.028], [0.054, -0.088, -0.095]], "lowdin_charge": [-0.087, -0.085, -0.511, -0.411, 0.834, 0.030, 0.041, 0.041, 0.041, 0.054, 0.053]}

=====

Entry 3:
{"formula": "C18H20N4O7RuS2", "method": "wB97M-V/def2-TZVPD", "total_charge": -1, "spin_multiplicity": 6, "mol_weight_g_mol": 569.58, "homo_energy_ev": [-3.98, -4.65], "homo_lumo_gap_ha": [0.2465, 0.2415], "lumo_ev": [2.7, 1.9], "total_energy_ev": -63538.3251, "species": ["Ru", "O", "C", "O", "C", "O", "C", "C", "O", "O", "H", "H", "H", "H", "H", "S", "C", "C", "C", "C", "C", "C", "S", "H", "H", "H", "H", "C", "N", "C", "C", "N", "H", "H", "H", "H", "H", "H", "C", "N", "C", "C", "C", "O", "N", "C", "O", "H", "H", "H", "H", "H"], "positions_angstrom": [[-1.060753, 0.025288, -0.583570], [0.037256, 2.511712, 2.770418], [-1.036920, 2.581562, 1.990602], [-1.035586, 3.026063, 0.869394], [-2.288670, 2.020778, 2.645701], [-3.148372, 1.417784, 1.715871], [-3.829074, 2.305503, 0.843257], [-3.470807, 2.186455, -0.642041], [-4.000883, 3.000602, -1.383882], [-2.691933, 1.233913, -1.013969], [0.839312, 2.581354, 2.178173], [-2.791845, 2.832193, 3.190564], [-1.992894, 1.253943, 3.357181], [-3.662840, 3.347176, 1.119787], [-4.900088, 2.096499, 0.921134], [-2.472554, -1.954871, -0.489397], [-1.398013, -3.328124, -0.492671], [-1.899120, -4.578198, -0.102570], [-1.105669, -5.709878, -0.140368], [0.209302, -5.615812, -0.584453], [0.723700, -4.390592, -0.965764], [-0.053362, -3.223266, -0.908365], [0.661785, -1.693271, -1.339986], [-2.927999, -4.645850, 0.227985], [-1.514684, -6.665308, 0.166274], [0.834170, -6.500146, -0.635888], [1.747508, -4.315095, -1.313295], [1.711981, -2.855356, 2.009911], [1.680665, -1.397562, 2.115197], [2.927050, -0.689373, 1.826551], [0.556297, -0.778575, 1.859562], [-0.453136, -0.244134, 1.654163], [2.324042, -3.258333, 2.817876], [2.128597, -3.150262, 1.045940], [0.701560, -3.252901, 2.080251], [3.662469, -0.934361, 2.594241], [2.745560, 0.383315, 1.818921], [3.296071, -0.994263, 0.843644], [0.921907, 2.763353, -4.236776], [1.323605, 2.623169, -2.846938], [2.300312, 3.385866, -2.279321], [2.599364, 3.278437, -0.978071], [1.842725, 2.346010, -0.152237], [2.068342, 2.275653, 1.076155], [0.912510, 1.572289, -0.760378], [0.626164, 1.719433, -2.065676], [-0.276707, 1.054423, -2.598546], [1.580395, 3.486941, -4.714022], [-0.110932, 3.102749, -4.300683], [0.993093, 1.804053, -4.745801], [2.802596, 4.075223, -2.945596], [3.364485, 3.883806, -0.518480]], "forces_ev_per_a": [[-0.059, -0.059, -0.170], [0.044, 0.050, 0.017], [-0.030, -0.077, 0.034], [0.042, 0.042, -0.042], [-0.044, -0.037, -0.035], [0.027, 0.084, -0.029], [0.005, -0.083, 0.033], [0.005, 0.154, -0.058], [0.025, -0.074, 0.040], [-0.057, -0.055, 0.065], [-0.041, -0.014, -0.005], [0.017, 0.013, 0.014], [-0.014, -0.009, 0.003], [-0.006, 0.004, 0.014], [0.002, -0.004, -0.003], [-0.081, 0.096, 0.067], [0.051, -0.043, -0.014], [0.151, -0.016, -0.047], [-0.138, -0.032, 0.050], [0.134, -0.008, -0.048], [-0.127, -0.024, 0.049], [-0.019, -0.038, 0.020], [0.065, 0.049, 0.005], [-0.009, 0.035, -0.006], [0.010, 0.000, -0.005], [-0.009, 0.001, 0.006], [-0.002, 0.029, -0.001], [-0.044, 0.012, 0.003], [0.029, 0.017, 0.071], [0.037, 0.011, 0.022], [-0.015, -0.131, -0.140], [0.030, 0.094, 0.060], [-0.001, 0.010, 0.013], [-0.011, 0.010, -0.015], [0.017, 0.003, 0.005], [-0.003, -0.053, -0.014], [-0.012, -0.020, -0.020], [0.016, 0.014, -0.002], [0.026, 0.009, 0.011], [-0.011, 0.032, -0.065], [0.005, 0.014, -0.061], [-0.006, -0.024, 0.061], [-0.058, -0.042, 0.037], [-0.003, 0.073, -0.011], [0.073, 0.038, 0.039], [0.043, 0.051, 0.026], [-0.050, -0.099, 0.018], [-0.004, -0.002, -0.008], [-0.004, 0.002, 0.013], [0.008, -0.001, -0.003], [0.000, -0.002, -0.003], [-0.003, 0.001, 0.007]], "lowdin_charge": [1.179, 0.077, -0.542, 0.100, -0.153, -0.139, -0.129, -0.636, 0.029, -0.216, 0.073, 0.133, 0.118, 0.125, 0.128, 0.572, -0.726, -0.152, -0.127, -0.126, -0.174, -0.742, 0.555, 0.088, 0.088, 0.089, 0.089, -0.038, -0.170, -0.031, -0.279, 0.132, 0.087, 0.070, 0.100, 0.086, 0.067, 0.089, -0.018, -0.053, -0.065, 0.008, -0.482, -0.059, 0.118, -0.556, -0.087, 0.082, 0.100, 0.094, 0.120, 0.103]}

=====

Entry 4:
{"formula": "C4H4N2O2", "method": "wB97M-V/def2-TZVPD", "mol_weight_g_mol": 112.09, "homo_energy_ev": -8.99, "homo_lumo_gap_ha": 0.3593, "lumo_ev": 0.8, "total_energy_ev": -11284.9960, "species": ["C", "C", "C", "C", "N", "N", "O", "O", "H", "H", "H", "H"], "positions_angstrom": [[-1.770680, -0.086459, -0.869287], [1.942352, -0.584456, 0.011368], [2.447458, 0.611601, 0.001557], [-1.457358, -0.124702, 1.082947], [-0.719956, 0.659603, -0.703612], [-0.514597, 0.585532, 0.665732], [1.480929, -1.634911, 0.088722], [-2.308521, -0.653723, 0.162893], [-2.285061, -0.392154, -1.882997], [1.712714, 1.321916, 0.150219], [3.136179, 0.771410, -0.752384], [-1.663460, -0.473654, 2.044846]], "forces_ev_per_a": [[-0.579, -0.036, -6.616], [-0.134, -0.346, 0.270], [0.106, -0.934, 0.113], [-0.905, -1.609, 2.348], [-1.230, -0.831, -0.585], [0.245, 0.873, -0.130], [-0.165, -0.856, 0.051], [0.711, 0.723, 1.426], [1.384, 1.050, 2.122], [-1.144, 1.635, 0.650], [1.686, 0.451, -1.123], [0.025, -0.119, 1.474]], "lowdin_charge": [-0.254, -0.318, 0.000, -0.199, 0.080, 0.060, 0.167, 0.106, 0.177, 0.018, 0.040, 0.124]}